# 1
Here is C6H6KLiO6 as an isolated structure in a non-equilibrium geometry from the OMol25 dataset. Energies are from ωB97M-V/def2-TZVPD.

Last column: Löwdin charge in e.
Cartesian coordinates (Å):
O1 -0.3641 -3.6668 1.2315  -0.09
C1 -0.2491 -2.4856 0.8562  -0.77
O2 0.3642 -1.6215 1.5608  -0.14
O3 -0.8386 -2.1149 -0.2907  0.11
C2 -1.1188 -0.7441 -0.5014  -0.52
C3 -1.0524 -0.1359 -1.8601  0.03
H1 -1.8441 0.0026 1.1101  0.10
H2 -1.7540 0.6605 -2.1155  0.11
H3 -0.7867 -0.8387 -2.6516  0.12
O4 -2.1872 -0.3436 0.2784  0.06
C4 0.0312 0.2116 -0.8292  -0.45
O5 1.2432 -0.3629 -1.0397  -0.27
K1 0.7837 -4.0061 3.7155  0.96
Li1 1.7473 -0.5978 0.6935  0.69
C5 1.4742 3.1030 -0.2631  -0.14
O6 0.5210 3.0040 0.8177  -0.06
H4 2.4302 3.5375 0.0355  0.10
H5 1.0524 3.4303 -1.2159  0.10
C6 0.9630 1.8504 0.3085  -0.15
H6 -0.4152 1.1178 0.1593  0.20

Results
* LUMO: -0.047 Eh
* total charge: 0
* HOMO: -6.75 eV
* energy relative to the best compared isomer or geometry (same formula, charge and spin): 1.574 eV
* total energy: -1290.97955 hartree

# 2
Here is C6H6LiO2Rb as an isolated structure in a non-equilibrium geometry from the OMol25 dataset. Energies are from ωB97M-V/def2-TZVPD.

Last column: Mulliken spin population.
Cartesian coordinates (Å):
C1 1.2578 1.8959 0.3908  0.00
C2 0.8150 0.7359 0.8925  0.01
C3 1.0856 -0.6380 0.3740  0.07
H1 0.8940 2.8457 0.7831  0.00
H2 1.9840 1.9369 -0.4268  0.01
H3 0.0686 0.7715 1.6898  0.01
H4 1.3684 -1.3404 1.1692  0.00
C4 2.0325 -0.7237 -0.7100  0.64
O1 3.1669 -0.7572 -0.9911  0.19
O2 -2.2811 0.1347 -0.2724  -0.01
C5 -1.8764 -1.1125 -0.1974  -0.01
C6 -0.6030 -1.5544 -0.2155  0.08
Rb1 -1.1386 1.5677 -2.4781  0.02
Li1 -3.7576 0.7560 0.5187  0.00
H5 -0.3664 -2.6126 -0.3281  0.00
H6 -2.6496 -1.9056 -0.1988  0.00

Results
* LUMO (spin up / spin down): -0.153 / -0.153 Eh
* total charge: +1
* HOMO (spin up / spin down): -9.33 / -11.27 eV
* spin multiplicity: 2
* total energy: -413.99318 hartree

# 3
Here is C6H6LiO6Tl as an isolated structure in a non-equilibrium geometry from the OMol25 dataset. Energies are from ωB97M-V/def2-TZVPD.

Last column: Löwdin charge in e.
Cartesian coordinates (Å):
O1 -1.1168 -3.4813 0.7946  -0.18
C1 -0.6774 -2.3385 0.5661  -0.78
O2 -1.4288 -1.3961 0.1652  -0.22
O3 0.6409 -2.1365 0.6982  0.13
C2 1.2211 -0.9900 0.1071  -0.52
C3 2.3795 -0.3852 0.8256  0.02
H1 0.5040 -0.7639 -1.6569  0.10
H2 3.2208 -0.0203 0.2340  0.11
H3 2.6269 -0.8516 1.7808  0.12
O4 1.3139 -1.1090 -1.2645  0.07
C4 1.0448 0.3729 0.7594  -0.47
O5 0.2957 0.5243 1.8674  -0.30
Tl1 -3.3469 -3.2550 0.2207  1.06
Li1 -1.3601 0.2881 1.1209  0.63
C5 -1.1646 3.1818 -1.1927  -0.10
O6 -1.7697 1.9562 -1.7115  0.02
H4 -1.8822 3.9752 -0.9782  0.10
H5 -0.2175 3.4489 -1.6632  0.11
C6 -1.2676 1.8713 -0.5281  -0.02
H6 0.9841 1.1089 -0.1449  0.13

Results
* LUMO: -0.029 Eh
* total charge: 0
* HOMO: -7.06 eV
* energy relative to the best compared isomer or geometry (same formula, charge and spin): 0.161 eV
* total energy: -863.60384 hartree

# 4
Here is an isolated ion of composition C6H6N and charge +1 in a non-equilibrium geometry from the OMol25 dataset. Energies are from ωB97M-V/def2-TZVPD.

Last column: Löwdin charge in e.
Cartesian coordinates (Å):
C1 0.0900 -1.3397 -0.0492  0.12
C2 1.1948 -0.5860 0.0742  -0.05
C3 2.1159 0.5719 -0.0977  0.08
C4 0.7299 0.8386 0.2679  -0.01
N1 -0.5447 0.9069 0.4246  0.07
C5 -1.7439 0.5064 -0.4017  0.02
C6 -1.1859 -0.4807 0.4516  -0.14
H1 0.0081 -2.3185 -0.4612  0.11
H2 2.7959 0.4804 0.7317  0.15
H3 2.4942 0.5415 -1.0660  0.12
H4 -1.6854 0.5188 -1.5306  0.17
H5 -2.6395 1.0530 0.1788  0.19
H6 -1.6295 -0.6925 1.4777  0.19

Results
* SMILES: C1=C2CC2=[N+]2C[C@@H]12
* LUMO: -0.218 Eh
* total charge: +1
* HOMO: -14.31 eV
* energy relative to the best compared isomer or geometry (same formula, charge and spin): 5.011 eV
* total energy: -286.45113 hartree

# 5
Here is C6H6N as an isolated structure in a non-equilibrium geometry from the OMol25 dataset. Energies are from ωB97M-V/def2-TZVPD.

Last column: Löwdin charge in e.
Cartesian coordinates (Å):
C1 1.5700 1.4547 0.3947  0.21
C2 0.1775 1.4746 -0.0936  0.09
C3 -2.1269 0.6337 0.2051  0.20
C4 0.9074 -1.0439 0.4532  -0.03
C5 1.5008 0.1178 -0.3375  -0.22
C6 -0.0430 -0.4541 -0.5351  -0.11
N1 -0.8769 0.6280 -0.0806  -0.11
H1 -2.7134 -0.2231 0.0169  0.10
H2 -2.7700 1.5212 0.6979  0.19
H3 1.3360 -1.9431 0.1127  0.11
H4 1.0702 -0.8915 1.5933  0.18
H5 2.3192 -0.1017 -1.0061  0.15
H6 -0.3509 -1.1724 -1.4207  0.23

Results
* LUMO: -0.216 Eh
* total charge: +1
* HOMO: -14.48 eV
* energy relative to the best compared isomer or geometry (same formula, charge and spin): 6.469 eV
* total energy: -286.39753 hartree

# 6
Here is one molecule with the formula C6H6N2 in a non-equilibrium geometry from the OMol25 dataset. Energies are from ωB97M-V/def2-TZVPD.

Last column: Löwdin charge in e.
Cartesian coordinates (Å):
C1 2.4367 -0.1192 -1.8481  -0.18
C2 1.7440 -0.0115 1.5149  0.17
C3 0.5145 0.1513 1.1089  -0.14
C4 1.5285 -0.5792 -0.9363  -0.23
C5 0.2691 -0.2655 -0.2825  -0.47
C6 -0.8542 0.4442 -1.0674  -0.01
N1 3.2209 0.3273 -2.5469  0.15
N2 0.6732 -1.5698 -0.7222  0.15
H1 2.4085 0.3356 2.2770  0.04
H2 -0.3964 0.4231 1.6068  0.10
H3 -1.0794 -0.0166 -2.1495  0.13
H4 -0.5021 1.3846 -1.2287  0.03
H5 -1.8247 0.3708 -0.4800  0.09
H6 0.8347 -2.4724 -0.2528  0.16

Results
* LUMO (spin up / spin down): -0.010 / -0.015 Eh
* total charge: 0
* HOMO (spin up / spin down): -9.14 / -7.95 eV
* energy relative to the best compared isomer or geometry (same formula, charge and spin): 6.081 eV
* total energy: -341.49908 hartree

# 7
Here is one molecule with the formula C6H6N2 in a non-equilibrium geometry from the OMol25 dataset. Energies are from ωB97M-V/def2-TZVPD.

Last column: Löwdin charge in e.
Cartesian coordinates (Å):
C1 1.9251 0.0454 0.0141  -0.11
C2 1.1789 1.2058 -0.1926  0.03
C3 -0.2849 0.6518 -0.2408  -0.22
C4 -1.6965 1.0160 0.1125  -0.01
C5 -2.3008 -0.2618 -0.0279  -0.17
N1 -1.3477 -1.1808 -0.2295  0.02
N2 -0.2273 -0.6480 -0.2579  -0.18
C6 1.1548 -1.2218 0.0418  -0.07
H1 3.0549 0.1305 0.0948  0.12
H2 1.4666 2.2588 -0.2849  0.10
H3 -2.0920 2.1360 0.2026  0.12
H4 -3.3649 -0.3834 0.1813  0.10
H5 1.3557 -2.1765 -0.5433  0.14
H6 1.1780 -1.5720 1.1299  0.15

Results
* SMILES: C1=Cc2ccnn2C1
* LUMO: 0.034 Eh
* total charge: 0
* HOMO: -8.24 eV
* energy relative to the best compared isomer or geometry (same formula, charge and spin): 2.343 eV
* total energy: -341.63647 hartree

# 8
Here is one molecule with the formula C6H6N2 in a non-equilibrium geometry from the OMol25 dataset. Energies are from ωB97M-V/def2-TZVPD.

Last column: Löwdin charge in e.
Cartesian coordinates (Å):
C1 -2.4458 0.4146 0.5979  -0.02
N1 -1.5831 1.1351 0.0342  0.05
C2 -0.2783 0.7881 -0.2591  -0.28
C3 0.9683 1.4212 -0.2867  0.06
C4 2.1236 0.8979 0.0465  -0.18
N2 2.0741 -0.4021 0.6211  0.05
C5 1.1162 -1.1165 0.2285  -0.14
C6 0.0073 -0.6144 -0.7204  -0.11
H1 -2.2595 -0.5706 1.0400  0.08
H2 -3.4526 0.7960 0.6584  0.07
H3 3.1037 1.3123 -0.0978  0.09
H4 1.0700 -2.1466 0.5512  0.11
H5 0.4376 -0.6703 -1.7267  0.13
H6 -0.8815 -1.2447 -0.6872  0.10

Results
* SMILES: C=NC1=C=CN=CC1
* LUMO (spin up / spin down): -0.024 / -0.024 Eh
* total charge: 0
* HOMO (spin up / spin down): -8.29 / -8.30 eV
* energy relative to the best compared isomer or geometry (same formula, charge and spin): 3.967 eV
* total energy: -341.57678 hartree

# 9
Here is C6H6N2 as an isolated structure in a non-equilibrium geometry from the OMol25 dataset. Energies are from ωB97M-V/def2-TZVPD.

Last column: Löwdin charge in e.
Cartesian coordinates (Å):
C1 -2.0736 -0.3898 0.1707  -0.16
C2 -0.8472 0.2546 0.7392  -0.21
C3 0.0330 0.9571 -0.3729  -0.28
C4 0.5402 -0.5834 0.8763  -0.18
C5 0.8247 -1.1807 -0.5885  -0.07
C6 0.3314 -0.2164 -1.4374  -0.04
H1 -1.1586 1.1720 1.3008  0.14
H2 0.2775 2.0203 -0.5710  0.14
H3 0.7722 1.6103 1.2401  0.15
H4 0.9746 -0.7863 1.9635  0.16
H5 1.6110 -2.1894 -0.8790  0.18
H6 0.4380 -0.5108 -2.5065  0.10
N1 -2.9593 -0.9409 -0.4778  0.13
N2 1.2361 0.7833 0.5424  -0.05

Results
* LUMO: 0.022 Eh
* total charge: 0
* HOMO: -9.75 eV
* energy relative to the best compared isomer or geometry (same formula, charge and spin): 6.287 eV
* total energy: -341.49152 hartree

# 10
Here is one molecule with the formula C6H6N2 in a non-equilibrium geometry from the OMol25 dataset. Energies are from ωB97M-V/def2-TZVPD.

Last column: Löwdin charge in e.
Cartesian coordinates (Å):
C1 2.0048 -0.2003 -0.0937  -0.07
C2 0.6394 0.2746 0.1780  -0.24
C3 -0.4115 -0.5504 0.5249  -0.03
C4 -1.2583 -1.6112 -0.0538  -0.09
N1 -2.1015 -0.8069 -0.6043  0.12
C5 -1.7815 0.3761 0.2619  -0.26
N2 -1.2586 1.6484 -0.0949  0.08
C6 0.0240 1.5560 -0.2064  -0.09
H1 2.2690 -1.2330 0.2834  0.10
H2 2.6510 0.6005 0.3894  0.11
H3 2.3100 -0.3253 -1.0709  0.04
H4 -1.0923 -2.7331 -0.0225  0.13
H5 -2.4215 0.5035 1.0151  0.09
H6 0.4270 2.5012 -0.5062  0.11

Results
* SMILES: CC1=C2C=N[C@@H]2N=C1
* LUMO: 0.001 Eh
* total charge: 0
* HOMO: -8.82 eV
* energy relative to the best compared isomer or geometry (same formula, charge and spin): 3.922 eV
* total energy: -341.57844 hartree

# 11
Here is one molecule with the formula C6H6N2 in a non-equilibrium geometry from the OMol25 dataset. Energies are from ωB97M-V/def2-TZVPD.

Last column: Löwdin charge in e.
Cartesian coordinates (Å):
C1 2.8995 0.0382 -1.0493  0.09
C2 2.2728 -0.4142 -0.1142  -0.15
C3 1.1558 -0.7265 0.8698  -0.17
N1 -0.2087 -0.3619 0.0970  -0.04
C4 -0.7765 1.0166 0.3164  -0.02
C5 -2.1243 0.9686 -0.1983  -0.12
C6 -2.7885 -0.2875 -0.3395  -0.27
N2 -3.0674 -1.4177 -0.4957  0.13
H1 3.5550 0.2432 -1.8305  0.01
H2 1.3308 -0.0336 1.7538  0.11
H3 1.2272 -1.9471 1.2432  0.17
H4 -0.6349 -0.9367 -0.6261  0.09
H5 -0.2509 1.9481 0.5223  0.11
H6 -2.5899 1.9105 -0.1489  0.06

Results
* SMILES: C#CCN/C=C\C#N
* LUMO: 0.008 Eh
* total charge: 0
* HOMO: -8.66 eV
* energy relative to the best compared isomer or geometry (same formula, charge and spin): 4.581 eV
* total energy: -341.55421 hartree

# 12
Here is one molecule with the formula C6H6N2 in a non-equilibrium geometry from the OMol25 dataset. Energies are from ωB97M-V/def2-TZVPD.

Last column: Löwdin charge in e.
Cartesian coordinates (Å):
C1 2.8647 -0.4987 0.0740  0.12
C2 1.6643 -0.3883 -0.0542  -0.09
C3 0.2723 -0.6688 -0.0695  -0.26
C4 -0.3689 -1.8308 0.0440  -0.13
N1 -1.6958 -1.6322 0.0660  0.06
C5 -1.8668 -0.3180 0.0316  -0.15
N2 -0.6854 0.3716 0.0316  -0.10
C6 -0.4677 1.7517 0.0529  -0.05
H1 3.9506 -0.5655 0.0751  0.04
H2 0.0919 -2.8102 -0.1021  0.12
H3 -2.7918 0.2383 -0.1488  0.13
H4 0.3793 1.9371 -0.6417  0.10
H5 -1.2682 2.3566 -0.3729  0.10
H6 -0.0787 2.0571 1.0140  0.10

Results
* SMILES: C#Cc1cncn1C
* LUMO: 0.031 Eh
* total charge: 0
* HOMO: -8.55 eV
* energy relative to the best compared isomer or geometry (same formula, charge and spin): 1.706 eV
* total energy: -341.65988 hartree